No. 1
Entry from OMol25: C6H8N2O as an isolated structure at a distorted geometry (ωB97M-V/def2-TZVPD).

```
17
Properties=species:S:1:pos:R:3:lowdin_charge:R:1
C -0.385 0.445 0.190 -0.2739
H -2.519 2.608 1.297 0.1326
N 0.145 -0.164 -1.016 0.1400
H 0.808 -0.199 1.855 0.0936
N -1.390 1.375 0.052 0.0742
H 1.658 -2.665 -2.033 -0.0054
H 0.516 -1.824 -3.034 0.0554
H -0.841 1.474 3.396 0.1179
C 1.281 -1.835 -2.309 -0.0003
H 0.346 0.275 -1.829 0.0835
C -0.814 1.293 2.245 -0.0471
C 0.035 0.407 1.439 -0.0625
H -1.766 1.566 -0.762 0.0935
H 2.222 -1.199 -3.075 0.2044
C -1.735 1.771 1.247 -0.1726
O 1.527 -1.643 -0.005 0.1198
C 0.963 -1.311 -0.984 -0.5531
```

Summary:
Calculated total energy in Ha: -418.086508
Maximum force in hartree/bohr: 0.1528
LUMO in eV: 0.63

No. 2
Entry from OMol25: C6H8N2O2 as an isolated structure at a distorted geometry (ωB97M-V/def2-TZVPD).

```
18
Properties=species:S:1:pos:R:3:lowdin_charge:R:1
C -1.381 -1.273 -0.619 -0.4188
C -1.553 -1.331 0.786 -0.0255
O -1.188 -2.234 -1.383 0.0317
O -1.017 2.355 -1.103 0.0829
N -1.713 1.095 0.636 0.0489
H -1.654 -2.317 1.362 0.1397
H 2.963 -1.195 -0.748 -0.0049
C -1.955 -0.108 1.368 -0.0655
C 3.235 0.702 -0.022 -0.0793
H 2.628 1.127 -0.845 0.0382
H -1.647 -0.020 -2.293 0.1875
H -2.508 2.095 1.093 0.3104
N -1.431 0.090 -1.260 0.1744
H 3.796 1.481 0.638 0.0702
H 4.069 -1.203 0.723 0.0506
C -1.412 1.300 -0.670 -0.6403
H -2.662 0.109 2.345 0.1700
C 3.429 -0.671 -0.007 -0.0703
```

Summary:
Calculated total energy in Ha: -493.304493
Maximum force in hartree/bohr: 0.1744
LUMO in eV: -0.37

For the records above, the corresponding HOMO values read -7.824, -9.525 eV.
For the records above, the corresponding energy above the lowest of the compared OMol25 structures with the same formula, charge and spin values read 254.1, 373.8 kJ/mol.